Density functional theory data (ωB97M-V/def2-TZVPD) for an isolated ion of composition C15H32N5O3 and charge +1.

Last column: natural (NBO) charge in e.
Cartesian coordinates (Å):
1 C -1.52004 -4.86864 -0.93210  -0.4181
2 N -1.01350 -3.55547 -0.59131  -0.6090
3 C 0.21158 -3.07442 -0.84224  0.6617
4 O 1.03615 -3.67631 -1.53537  -0.6361
5 C 0.66111 -1.66460 -0.34455  -0.1126
6 C 1.32509 -0.77910 -1.45087  -0.3941
7 C 2.81861 -1.04753 -1.62850  -0.4174
8 C 3.75992 0.12813 -1.94632  -0.4168
9 C 4.16706 0.91934 -0.71229  -0.2282
10 N 2.99847 1.49320 0.06217  -0.7091
11 N -0.42521 -0.90706 0.26932  -0.6242
12 C -0.29429 0.06505 1.18114  0.7012
13 O 0.79154 0.50881 1.54722  -0.7030
14 C -1.62010 0.65433 1.71921  -0.1343
15 C -2.44413 1.38910 0.59476  -0.3899
16 C -1.54691 2.25630 -0.35806  -0.3955
17 C -0.80884 3.35845 0.42472  -0.4205
18 C 0.07636 4.19169 -0.47752  -0.2140
19 N 1.17377 3.43688 -1.08631  -0.8698
20 N -2.51910 -0.23785 2.44877  -0.5918
21 C -3.02185 -1.39962 2.04024  0.7115
22 C -3.81539 -2.18051 3.04907  -0.7077
23 O -2.79637 -1.84786 0.94043  -0.6867
24 H -0.97680 -5.71354 -0.45222  0.2101
25 H -1.46070 -5.12366 -2.01160  0.2203
26 H -2.50041 -4.99515 -0.58657  0.2149
27 H -1.60598 -2.92938 -0.03710  0.4212
28 H 1.35728 -1.89129 0.44885  0.2224
29 H 1.14528 0.31571 -1.24739  0.1772
30 H 0.85434 -0.92135 -2.39614  0.2320
31 H 3.18633 -1.47610 -0.73011  0.1953
32 H 2.89309 -1.81915 -2.40757  0.2532
33 H 4.67319 -0.26598 -2.41515  0.2480
34 H 3.27627 0.76430 -2.68782  0.2063
35 H 4.81017 0.31438 -0.08293  0.2266
36 H 4.78035 1.76814 -1.06016  0.2199
37 H 2.31921 1.92042 -0.54929  0.4630
38 H 3.33281 2.22122 0.68617  0.4300
39 H 2.51837 0.79809 0.62361  0.4675
40 H -1.36480 -1.23376 0.12093  0.4335
41 H -1.36681 1.41702 2.44208  0.2330
42 H -2.97874 0.70729 -0.02628  0.2226
43 H -3.15103 2.03738 1.05583  0.2136
44 H -2.17667 2.67209 -1.12442  0.2191
45 H -0.80713 1.63596 -0.81656  0.1853
46 H -1.55864 3.99173 0.89940  0.2165
47 H -0.17698 2.96457 1.22261  0.2108
48 H 0.53015 4.96173 0.16406  0.1973
49 H -0.49118 4.71859 -1.23974  0.1824
50 H 0.68648 2.93292 -1.80200  0.3626
51 H 1.77924 4.08754 -1.55205  0.3757
52 H -2.74193 0.07889 3.36862  0.4091
53 H -4.71642 -1.58118 3.25248  0.2425
54 H -4.04694 -3.20051 2.63584  0.2545
55 H -3.21533 -2.31922 3.93299  0.2375

Properties
Electronic energy = -1090.10939 a.u.
Relative energy (zero: lowest compared OMol25 entry of this formula, charge and spin) = 1.4 kJ/mol
Charge = +1

=====

Density functional theory data (ωB97M-V/def2-TZVPD) for a 7-piece molecular cluster, C18H22F6O19PS2 overall.

Last column: natural (NBO) charge in e.
Cartesian coordinates (Å):
1 O 0.54752 -0.67441 2.57235  -1.0090
2 P 1.51906 -1.46583 1.56024  1.2443
3 S 2.84762 -2.60446 2.86889  0.1638
4 S 2.37956 -4.64325 2.59951  -0.0189
5 H 2.37287 -0.56836 0.82451  0.0640
6 H 0.70861 -2.30316 0.71386  0.0546
7 H 4.17881 -2.39172 2.43279  0.2261
8 H 1.88780 -4.73077 1.26579  0.2281
9 C -2.39011 0.04950 3.27059  -0.1652
10 C -2.37824 0.49903 4.69167  0.4462
11 O -3.71620 0.33029 5.10187  -0.4877
12 C -4.19166 -0.69886 4.34592  0.9539
13 O -5.21336 -1.31657 4.59583  -0.5577
14 O -3.37933 -0.96014 3.27666  -0.4780
15 F -2.06823 1.81198 4.77958  -0.3288
16 H -2.68659 0.84387 2.57744  0.2154
17 H -1.42351 -0.35062 2.95284  0.2378
18 H -1.71750 -0.08458 5.34155  0.1546
19 C -6.32255 2.76364 2.76953  -0.1353
20 C -4.84271 2.93625 2.72503  0.4351
21 O -4.67225 4.13383 2.00139  -0.4862
22 C -5.79230 4.86596 2.25861  0.9538
23 O -5.89422 6.06130 2.03805  -0.5471
24 O -6.78611 4.09857 2.80167  -0.4662
25 F -4.26079 1.93271 2.03082  -0.3394
26 H -6.71771 2.26361 1.87891  0.2052
27 H -6.65064 2.21327 3.65544  0.2186
28 H -4.37204 3.03072 3.70944  0.1669
29 C 0.12845 -9.01703 0.24553  -0.1361
30 C 1.60829 -8.84442 0.20103  0.4426
31 O 1.77875 -7.64685 -0.52260  -0.4759
32 C 0.65871 -6.91471 -0.26538  0.9682
33 O 0.55679 -5.71937 -0.48594  -0.6025
34 O -0.33511 -7.68211 0.27767  -0.4626
35 F 2.19021 -9.84797 -0.49317  -0.3117
36 H -0.26671 -9.51706 -0.64509  0.2179
37 H -0.19964 -9.56740 1.13145  0.2198
38 H 2.07896 -8.74995 1.18544  0.1525
39 C 6.42968 -1.20704 -1.16148  -0.1376
40 C 6.44155 -0.75750 0.25961  0.4444
41 O 5.10359 -0.92625 0.66980  -0.4948
42 C 4.62813 -1.95540 -0.08615  1.0033
43 O 3.60644 -2.57311 0.16376  -0.6620
44 O 5.44046 -2.21668 -1.15541  -0.4435
45 F 6.75156 0.55544 0.34751  -0.3048
46 H 6.13320 -0.41267 -1.85463  0.2280
47 H 7.39629 -1.60716 -1.47923  0.2280
48 H 7.10229 -1.34112 0.90948  0.1640
49 C 0.24797 2.58958 -1.24682  -0.1366
50 C 0.30416 1.96326 -2.59821  0.4417
51 O 1.63966 1.52465 -2.70286  -0.4668
52 C 2.02776 1.26177 -1.42344  0.9782
53 O 3.01486 0.60885 -1.12812  -0.6146
54 O 1.17106 1.81283 -0.51027  -0.4742
55 F 0.08046 2.88142 -3.56496  -0.3204
56 H 0.57473 3.63486 -1.25043  0.2200
57 H -0.75051 2.53571 -0.80463  0.2233
58 H -0.37385 1.11287 -2.72734  0.1634
59 C 0.19869 5.86240 -6.58290  -0.1321
60 C -0.35317 5.95001 -5.20106  0.4393
61 O -1.50735 6.74403 -5.35690  -0.4777
62 C -1.93412 6.50350 -6.62839  0.9532
63 O -3.04517 6.78911 -7.04294  -0.5486
64 O -0.96722 5.89553 -7.38134  -0.4724
65 F 0.50268 6.59917 -4.38023  -0.3267
66 H 0.83794 6.71410 -6.83857  0.2072
67 H 0.76111 4.93953 -6.74841  0.2056
68 H -0.62734 4.98341 -4.76512  0.1522

Properties
Electronic energy = -3865.32210 a.u.
Charge = +1

=====

Density functional theory data (ωB97M-V/def2-TZVPD) for a 11-piece molecular cluster, C12H16Cl30INO4P overall.

Last column: natural (NBO) charge in e.
Cartesian coordinates (Å):
1 O 0.01226 -4.87079 2.48592  -0.4855
2 C 0.99903 -4.99441 1.88951  0.4393
3 I 2.40795 -6.56987 2.22814  0.1644
4 C 1.27908 -3.95802 0.75429  -0.3878
5 N 0.87849 -2.57479 1.16789  -0.8693
6 P 2.03420 -1.71476 2.23959  2.4084
7 O 1.96611 -2.14811 3.61166  -1.0155
8 O 3.53975 -1.76969 1.67308  -0.9174
9 O 1.54714 -0.15138 2.22955  -0.9315
10 H 0.59455 -4.25092 -0.06684  0.2652
11 H 2.30316 -4.05176 0.32632  0.2588
12 H -0.07739 -2.60502 1.56676  0.4890
13 H 0.81961 -2.01301 0.29662  0.4723
14 H 3.59016 -2.31344 0.86443  0.5099
15 H 0.58456 -0.20519 2.05772  0.4939
16 C -2.62248 0.27988 2.06865  -0.2866
17 Cl -1.99463 1.52305 3.14095  0.0556
18 Cl -2.11628 0.58463 0.40039  0.0114
19 Cl -2.09020 -1.32488 2.60657  -0.0101
20 H -3.70666 0.30607 2.10231  0.2538
21 C 1.20162 1.95537 4.88728  -0.2875
22 Cl 0.82319 3.68080 4.89866  0.0206
23 Cl 2.94455 1.69560 4.93647  0.0283
24 Cl 0.40219 1.13401 6.23043  0.0231
25 H 0.82671 1.53287 3.96383  0.2119
26 C 4.38763 -4.46093 -2.48214  -0.2668
27 Cl 3.38623 -5.86149 -2.84095  0.0562
28 Cl 4.38519 -3.32248 -3.82004  0.0659
29 Cl 3.81652 -3.66421 -0.98958  -0.0538
30 H 5.40478 -4.79631 -2.31462  0.2474
31 C 1.10703 0.89244 -1.28422  -0.2885
32 Cl 2.23478 -0.24045 -0.50550  -0.0371
33 Cl 1.92899 2.39504 -1.67257  0.0698
34 Cl 0.39686 0.17300 -2.72894  0.0458
35 H 0.30841 1.11139 -0.58279  0.2319
36 C -5.20288 3.06430 -0.86824  -0.2825
37 Cl -5.99362 2.09128 -2.10708  0.0331
38 Cl -5.52649 2.39778 0.73851  0.0048
39 Cl -3.46265 3.15791 -1.16156  0.0053
40 H -5.61024 4.06766 -0.90928  0.2365
41 C 5.54045 4.55529 -2.54906  -0.2832
42 Cl 5.53533 2.83430 -2.14410  0.0073
43 Cl 5.76526 4.78396 -4.28309  0.0322
44 Cl 4.04541 5.32745 -2.00834  0.0164
45 H 6.37036 5.02319 -2.03301  0.2332
46 C -9.34608 0.79627 2.38911  -0.2854
47 Cl -8.98521 1.93030 3.69342  0.0204
48 Cl -8.29667 1.09532 0.99940  0.0129
49 Cl -9.17738 -0.87023 2.94861  0.0182
50 H -10.37343 0.94875 2.08017  0.2320
51 C 7.07219 1.22668 3.74040  -0.2828
52 Cl 6.02260 -0.15890 3.41050  0.0029
53 Cl 7.03457 2.36753 2.39299  0.0202
54 Cl 6.59938 2.01968 5.24385  0.0321
55 H 8.08734 0.86463 3.85114  0.2323
56 C -7.89513 -0.66537 -4.12488  -0.2838
57 Cl -8.32557 1.04807 -4.10326  0.0253
58 Cl -6.14027 -0.87068 -4.06714  0.0105
59 Cl -8.66457 -1.51677 -2.78414  0.0254
60 H -8.25550 -1.09405 -5.05236  0.2333
61 C 1.21968 1.17289 -6.54967  -0.2841
62 Cl -0.35848 0.37674 -6.49173  0.0102
63 Cl 1.20527 2.50001 -7.71014  0.0352
64 Cl 1.67909 1.74814 -4.94392  0.0086
65 H 1.95487 0.44591 -6.87354  0.2281

Properties
Electronic energy = -15267.11464 a.u.
Relative energy (zero: lowest compared OMol25 entry of this formula, charge and spin) = 62.0 kJ/mol
Charge = +1

=====

Density functional theory data (ωB97M-V/def2-TZVPD) for C3H11N3O2 as an isolated structure.

Last column: natural (NBO) charge in e.
Cartesian coordinates (Å):
1 N -2.63426 -3.18876 0.40416  -0.8794
2 C -1.78946 -2.17181 -0.06543  0.8873
3 O -2.24539 -0.95502 0.25193  -0.7772
4 O -0.77022 -2.33647 -0.72812  -0.6696
5 H -2.95055 -2.87756 1.32373  0.3740
6 H -3.52181 -3.07886 -0.08619  0.3775
7 N -0.44593 0.56295 -0.62956  -0.7964
8 C 0.70480 0.75567 0.25331  -0.2295
9 C 1.70327 1.71212 -0.23553  -0.2349
10 N 2.81337 1.91998 0.74764  -0.8181
11 H -0.73031 1.35347 -1.19558  0.3865
12 H -0.25026 -0.20312 -1.27104  0.4187
13 H -1.42934 -0.09320 0.02122  0.4823
14 H 0.29055 1.15915 1.23423  0.1966
15 H 1.09085 -0.24686 0.43116  0.2166
16 H 2.05296 1.29347 -1.22123  0.1667
17 H 1.24126 2.69075 -0.32032  0.1919
18 H 3.43302 1.09246 0.77846  0.3517
19 H 3.43745 2.61164 0.30716  0.3554

Properties
Electronic energy = -435.65105 a.u.
Relative energy (zero: lowest compared OMol25 entry of this formula, charge and spin) = 103.1 kJ/mol

=====

Density functional theory data (ωB97M-V/def2-TZVPD) for a 2-piece molecular cluster, C5H7NO9S overall.

Last column: natural (NBO) charge in e.
Cartesian coordinates (Å):
1 O 2.35561 -0.20967 2.56132  -0.3294
2 N 1.84845 0.64006 1.81673  0.2856
3 O 2.05638 0.31979 0.52601  -0.3260
4 C 0.96001 0.76921 -0.34591  -0.1196
5 C -0.26624 -0.32685 -0.51786  -0.5226
6 C -1.42160 -0.20087 0.64550  0.0662
7 O -2.44237 -1.25995 0.62088  -0.7138
8 C -2.15359 1.28449 0.40972  -0.1392
9 O -1.25672 2.26720 1.05034  -0.6719
10 S 0.19844 2.41744 0.11401  2.0788
11 O -0.27554 3.07088 -1.24262  -0.9263
12 O 1.18193 3.43940 0.74601  -0.8678
13 H 1.42888 0.90044 -1.43057  0.3151
14 H 0.16723 -1.42425 -0.52079  0.3933
15 H -0.74449 -0.17799 -1.60144  0.2379
16 H -0.90642 -0.11803 1.70448  0.1721
17 H -3.02854 -1.07263 1.42020  0.4525
18 H -2.25315 1.40385 -0.75478  0.2149
19 H -3.24965 1.29350 0.87562  0.1853
20 C 1.93140 -3.21148 -1.53986  0.9055
21 O 1.47777 -2.19067 -2.03373  -0.9086
22 O 1.45002 -3.80881 -0.57025  -0.8884
23 O 2.94219 -3.80505 -1.93304  -0.8935

Properties
Electronic energy = -1324.50511 a.u.
Charge = -2